The following is a quantum chemistry calculation of a cluster of 5 separate species, C14H32N4O8S in total in a non-equilibrium geometry, from the OMol25 dataset.

Structure (XYZ):
```
59
Properties=species:S:1:pos:R:3:forces:R:3
O 1.84842 -0.32502 -0.86707 -2.76 -1.91 -1.33
C -3.72101 -2.02346 -0.67875 -0.89 1.26 -0.61
H 0.40387 -1.54943 -4.82406 -0.04 0.26 -0.03
H -0.35475 0.86156 3.08007 0.57 -0.55 0.20
H -2.83762 -1.45118 -0.96200 0.76 -1.45 -0.21
H 0.48893 1.82440 0.63800 0.60 -0.79 1.06
C 0.48718 -1.56663 4.36442 -1.58 0.64 2.40
S 0.62435 -0.89828 -1.47137 -0.69 1.64 0.24
H 2.84142 -1.99829 2.42033 0.10 -1.08 0.51
C -1.69073 2.32303 3.03154 4.01 -3.78 3.22
C -1.94485 1.91165 4.49158 -1.36 0.32 0.81
H -4.61049 -3.40822 -5.01811 0.01 0.57 0.33
H -4.30235 -1.11421 -0.52576 -0.96 -0.20 0.51
O 0.73116 -0.36876 4.34958 0.09 1.42 -0.69
C -0.50570 1.69198 1.06378 0.16 0.37 -1.17
H -0.98368 0.84831 0.56593 0.08 -0.11 0.24
H 2.99818 2.16041 -3.19368 0.28 0.69 -0.15
H 0.69745 -3.39441 3.57612 0.16 0.18 -0.10
H 1.48271 -2.50551 1.39926 -0.19 -0.31 0.42
H -4.98809 -3.50252 -1.36755 0.01 -0.04 -0.58
C -3.92524 -2.84836 -3.00974 1.01 1.74 -1.65
N 0.98895 -2.42874 3.52506 1.30 -0.32 -2.66
O -0.34603 -1.61592 -0.54445 3.09 2.05 -3.43
C 3.69042 2.18495 -2.35207 0.18 -0.34 0.29
N -4.35234 -2.81259 -1.74161 0.18 -0.50 1.10
O -2.17049 3.27835 2.51842 -2.73 3.29 -1.64
H -1.22748 -1.25124 5.59433 0.21 -0.19 0.38
H 4.32766 1.31391 -2.50479 -0.01 -0.14 0.20
H -1.51274 0.97405 4.84127 0.40 -0.17 -1.05
C -0.47484 0.13474 -3.66620 -0.73 -1.26 0.50
H -1.54867 0.03060 -3.82157 -0.23 0.59 0.64
N 4.73390 3.92954 -0.98261 0.43 -0.23 1.02
N -0.69120 1.64078 2.53260 0.03 0.13 -2.46
C 1.75672 -1.98078 2.31451 0.80 0.09 -0.05
H -0.13261 0.89007 -4.37363 0.75 0.02 0.61
H -0.78650 -2.03175 -3.60931 -0.78 0.48 -0.65
H 6.66152 4.98530 -0.75181 -0.06 -0.66 -0.02
H -0.04956 -2.47313 6.30094 -0.24 0.10 -0.05
O -3.08396 -2.01303 -3.40257 -0.59 -0.95 0.51
C -4.51871 -3.81860 -4.01249 -0.15 -0.38 0.17
H -3.83135 -4.64952 -4.17127 0.02 -0.17 0.39
H 1.75674 -0.92589 2.04009 -1.39 0.23 0.63
H -3.02713 1.80468 4.56445 -0.01 0.46 0.50
H 3.08610 2.04104 -1.45642 0.15 -0.11 0.08
C -0.01207 -1.30254 -3.84726 -1.91 -0.81 -2.02
C 4.62425 3.37188 -2.22153 1.17 1.76 -1.86
H -3.71064 -2.62502 0.23015 0.53 0.29 -0.09
H -1.06778 -2.83959 4.83845 -0.37 -0.39 0.70
C -0.54017 -2.07729 5.41172 0.72 -0.17 -1.78
C 5.57991 5.09573 -0.67411 -0.62 0.04 -1.07
O 0.94445 -1.58025 -2.94350 3.49 -0.51 4.82
H 5.30877 5.80512 -1.45600 0.16 0.50 0.34
O -0.11123 0.39021 -2.26477 -0.22 -0.54 0.77
O 5.27815 3.86236 -3.17486 -1.49 -1.28 1.85
H -0.91891 2.59146 0.60740 -0.80 0.15 0.66
H 4.28362 3.52755 -0.17282 -0.04 -0.25 -0.49
H 5.34305 5.45871 0.32601 -0.15 0.01 -0.20
H -5.49556 -4.20143 -3.71702 0.08 -0.11 0.10
H -1.49333 2.64935 5.15492 -0.53 0.44 -0.17
```
Positions in Å, forces in eV/Å.

Results
Electronic energy in a.u.: -1771.3940
Orbital gap (spin up / spin down) in eV: 8.02 / 2.47
Total charge: +1
Largest force on an atom in eV/A: 6.4
2S+1: 2
HOMO energy (spin up / spin down) in eV: -11.03 / -11.03

From a natural (NBO) analysis of the wavefunction, the atomic charges in e read: -0.8641, -0.4369, 0.2235, 0.4702, 0.2475, 0.2597, 0.6903, 2.4079, 0.2205, 0.6170, -0.6408, 0.2515, 0.1929, -0.7159, -0.4713, 0.2428, 0.2384, 0.4121, 0.2264, 0.3984, 0.6771, -0.5820, -0.8661, -0.7018, -0.5934, -0.0875, 0.2179, 0.2450, 0.2788, -0.1033, 0.2289, -0.6104, -0.4737, -0.4516, 0.2124, 0.2222, 0.2099, 0.2530, -0.6954, -0.7067, 0.2433, 0.2326, 0.2594, 0.2042, -0.1223, 0.6578, 0.2048, 0.2124, -0.6888, -0.4176, -0.6309, 0.2208, -0.7044, -0.6304, 0.2344, 0.3845, 0.1990, 0.2198, 0.2783

=====

The following is a quantum chemistry calculation of a structure of composition C14H32NO28S7 in a non-equilibrium geometry, from the OMol25 dataset.

Structure (XYZ):
```
82
Properties=species:S:1:pos:R:3:forces:R:3
C 2.32136 5.92196 0.03096 -1.14 1.75 0.38
N 0.46903 -0.90976 -0.31478 -0.34 0.07 0.02
H 5.57378 0.72938 4.83462 0.40 -0.81 -0.31
O -4.59752 -1.63426 1.12377 3.05 -3.03 1.44
H 3.09863 6.41980 0.61071 -0.07 -0.01 -0.22
C -1.99868 2.66357 -2.42150 0.45 0.03 2.05
H 2.20922 6.30866 -0.98195 0.08 0.68 0.17
O -2.08866 -0.48574 -1.09392 -1.83 1.70 -1.92
O 3.10493 -0.94078 -3.24031 -1.29 -0.79 2.00
H -0.92684 2.53403 -2.57142 0.11 0.60 0.41
H 1.13858 -1.65591 -0.19205 0.08 -0.26 -0.16
O 0.52723 -1.50194 -5.41667 -1.11 0.00 2.56
H 4.18265 -1.03374 -4.97625 -0.12 -0.08 0.10
C -0.82126 -3.91897 -3.67563 -2.17 -1.30 -0.24
O -4.41361 -0.16748 -2.01016 3.29 1.67 0.37
H -5.98154 -4.37741 1.90640 -0.09 1.61 0.87
O 2.67610 4.60137 -0.12144 -0.12 -3.58 -0.32
S 1.36591 3.72059 -0.60705 -0.55 1.02 0.42
H -3.42163 -0.41936 3.87457 0.25 0.03 -0.44
O -3.28384 1.57620 -0.53548 -0.27 -0.69 -1.86
H 0.49046 -0.48573 -1.23120 0.75 0.42 -0.57
H -2.89113 -3.32720 -3.62511 -0.23 -0.07 -0.55
H -4.10282 -5.97568 0.61411 0.55 0.25 -0.41
H -2.33502 3.53881 -2.97731 -0.50 -0.36 -0.10
H -0.50629 -1.16925 -0.27579 -0.58 -0.72 0.50
O -0.57403 2.78214 2.50753 -1.44 -2.13 -0.18
H 0.25750 6.74313 0.39522 0.30 0.00 -0.54
O 0.35203 4.69555 0.20579 -0.22 -0.90 0.66
H 3.61567 1.80940 -4.12743 0.11 -0.01 0.10
H -1.49040 2.55859 -0.34901 0.14 -0.57 0.16
O -1.77065 -1.82046 -4.40820 0.99 -0.33 -0.03
S 3.94018 -0.48336 -1.89915 5.55 -0.38 -0.56
C 3.52794 -0.33103 -4.46083 -0.74 -0.84 -1.24
S -1.09463 1.45348 2.73699 0.55 -3.05 1.39
H 2.70920 -0.03267 -5.11562 -0.55 -0.88 0.32
C -2.87827 0.42642 4.29592 1.27 -1.31 1.20
O -0.47977 0.94890 4.18045 -0.85 0.15 -0.98
S 3.51322 -0.70351 2.59365 0.64 -0.14 -3.65
H -2.22865 -3.72898 -5.30365 -0.32 0.57 0.03
H -5.21886 -5.52215 2.74001 1.50 -0.11 0.34
O -4.04555 -3.73646 2.61993 0.68 1.79 0.41
H 0.80052 5.98183 1.80930 0.78 -0.60 0.08
C -4.95307 -4.68743 2.09140 -2.61 0.05 -0.84
S -3.11819 0.42324 -1.64877 -0.59 -0.96 0.79
C 4.22967 0.90880 -4.13138 0.85 -0.09 0.83
O 4.26498 -1.42213 1.51314 -2.19 1.70 3.89
O 4.73907 0.59103 -2.84670 0.75 1.03 2.08
H 5.06521 0.93606 -4.83083 0.12 0.79 0.28
H -1.31117 0.03624 5.85548 -0.08 0.70 -0.06
O -0.09129 -0.29961 -3.28039 0.05 -3.12 -1.43
C 4.00629 -0.86410 5.10702 -0.26 1.97 -0.73
O 1.01174 4.03617 -1.98147 1.07 -1.18 1.24
O 4.40944 0.51196 3.17840 -0.13 -2.50 -4.20
H 4.08291 1.45165 4.65652 -0.91 -0.31 2.12
H -5.40018 -4.97387 -0.04650 0.01 0.25 0.21
O -2.15265 -2.18214 1.53185 -2.65 -1.58 0.58
C 4.56001 0.48111 4.52040 0.04 1.88 2.30
H -1.16211 -0.97159 4.50200 -0.20 -0.02 -0.47
C 0.92181 5.94506 0.72669 -0.17 -0.79 -0.95
O -2.53873 1.47153 -2.81543 -2.48 -4.42 -1.31
H 3.18976 -0.60563 5.78124 0.35 -0.51 0.34
O -3.62075 -3.94208 0.34804 0.61 1.48 -0.11
O 3.39121 -1.54757 3.98435 0.61 0.62 -0.87
H -3.47861 0.75427 5.14458 0.06 0.70 -0.28
C -2.06030 -3.27197 -4.32851 0.26 0.91 0.73
O -2.60714 1.43450 3.39449 0.02 2.47 -2.81
O 3.19290 0.10858 -0.81103 -0.43 -0.73 -2.19
O -0.97850 0.30282 1.77593 -0.36 3.86 2.20
H 0.60388 -0.23977 0.42888 0.30 0.66 0.36
O 0.02975 -2.90407 -3.36003 2.73 2.82 0.59
C -2.41492 2.62347 -0.92274 2.00 2.86 1.93
H -2.81731 3.54637 -0.50508 -0.51 0.00 -0.54
S -0.19460 -1.49407 -4.14401 -0.81 0.49 -1.47
H -0.46319 -4.69829 -4.34835 0.77 0.30 0.06
S -3.53551 -2.64020 1.45344 -2.63 -0.89 -2.59
C -1.45258 0.04298 4.77471 0.90 -1.22 0.40
C -4.57402 -4.99407 0.66424 1.63 0.08 0.05
O 2.22551 -0.12336 2.18790 1.86 -1.38 1.20
H -1.09845 -4.37709 -2.72622 0.00 -0.16 -0.09
H 4.86766 -1.37893 5.53259 -0.61 -0.59 -0.09
O 5.08158 -1.36793 -1.43991 -4.30 1.90 -1.92
O 1.42580 2.32807 -0.13406 -0.09 3.57 -0.93
```
Positions in Å, forces in eV/Å.

Results
Energy relative to the best compared isomer or geometry (same formula, charge and spin) in kJ/mol: 562.42
Electronic energy in a.u.: -5500.8724
Orbital gap in eV: 10.85
Total charge: +1
Largest force on an atom in eV/A: 5.6
HOMO energy in eV: -12.73

From a Mulliken analysis of the wavefunction, the atomic charges in e read: -0.4463, 0.5170, 0.2970, -0.5371, 0.3104, 0.0379, 0.3335, -0.4667, -0.2091, 0.0736, 0.3891, -0.5879, 0.3015, -0.2563, -0.6016, 0.2729, -0.3306, 0.9696, -0.0084, -0.3468, -0.0081, 0.2490, 0.2602, 0.2550, 0.3312, -0.5921, 0.2944, -0.3383, 0.2841, -0.2444, -0.3474, 0.9104, -0.2540, 0.9266, 0.2803, 0.0134, -0.3472, 0.9574, 0.2984, 0.3992, -0.3210, 0.2647, -0.4729, 1.0544, -0.3680, -0.5528, -0.3855, 0.3061, 0.3470, -0.2858, -0.2097, -0.6427, -0.3465, 0.2584, 0.2974, -0.3405, -0.3657, 0.2447, -0.3130, -0.3422, 0.2520, -0.4284, -0.3168, 0.3106, -0.2936, -0.4471, -0.2461, 0.1041, -0.0618, -0.3195, -0.0032, 0.4406, 0.8940, 0.2620, 1.0693, -0.3806, -0.2587, -0.3644, 0.2767, 0.3235, -0.5705, -0.1079

=====

Which value of electronic energy does entry 2 give?
-5500.8724 a.u.

=====

total charge of number 1 (C14H32N4O8S)?
+1